Entry from OMol25: an isolated ion of composition C4H10S2 and charge +1 at a distorted geometry (ωB97M-V/def2-TZVPD).

Each line ends with the natural charge from an NBO analysis.
Geometry (Å):
C (-3.10, -0.19, -0.62)  -0.6347
C (-1.98, -0.79, 0.32)  -0.5678
S (-0.49, 0.22, 0.66)  0.4370
S (0.96, -1.04, -0.15)  0.5129
C (2.23, 0.14, -0.44)  -0.6255
C (2.87, 0.81, 0.80)  -0.6229
H (-4.06, -0.17, -0.09)  0.2434
H (-2.71, 0.85, -0.98)  0.2265
H (-3.47, -0.73, -1.52)  0.2565
H (-2.51, -1.16, 1.20)  0.2698
H (-1.63, -1.65, -0.17)  0.2434
H (1.85, 0.95, -1.14)  0.2716
H (2.91, -0.39, -1.13)  0.2753
H (3.82, 1.25, 0.64)  0.2555
H (2.30, 1.69, 0.98)  0.2259
H (3.00, 0.22, 1.64)  0.2331

Computed properties:
Multiplicity: 2
Charge: +1
<S²>: 0.75
LUMO energy (alpha / beta): -4.741 / -7.729 eV
DFT total energy: -25971.88114 eV
Relative energy (zero: lowest compared OMol25 entry of this formula, charge and spin): 21.7 kcal per mole
Kohn-Sham gap (alpha / beta): 9.8 / 7.7 eV